{
  "formula": "C3H6N2S2",
  "method": "ωB97M-V/def2-TZVPD",
  "max_force_ev_per_a": 5.2,
  "smiles": "CN(C=S)C(N)=S",
  "charge": 0,
  "species": ["C", "C", "C", "H", "H", "H", "H", "H", "H", "N", "N", "S", "S"],
  "xyz": [[-0.492, 1.962, -0.123], [-0.972, -0.533, 0.026], [1.230, 0.124, -0.030], [0.003, 2.364, 0.871], [-0.144, 2.627, -0.921], [-1.799, 2.161, -0.013], [-0.320, -1.469, 0.415], [1.697, 2.110, 0.587], [2.860, 0.971, 0.292], [-0.106, 0.484, -0.290], [1.900, 1.265, 0.175], [-2.675, -0.532, 0.069], [1.834, -1.364, -0.048]],
  "forces_ev_per_angstrom": [[-2.86, 0.47, 1.96], [-1.90, -1.62, 1.20], [-1.94, 2.92, -0.30], [-1.55, -0.87, -1.80], [0.00, -0.69, -0.07], [4.31, -1.24, -0.38], [-1.99, 2.01, -1.24], [-1.15, 1.60, 0.72], [0.37, 0.69, 0.14], [-1.60, 0.43, 0.93], [4.34, -2.81, -0.80], [2.87, 0.20, -0.22], [1.10, -1.08, -0.14]],
  "nbo_charge": [-0.4438, -0.0530, 0.2420, 0.1860, 0.2240, 0.2764, 0.2447, 0.4074, 0.4048, -0.4797, -0.7932, -0.1103, -0.1052]
}

=====

{
  "formula": "C3H6N2S2",
  "method": "ωB97M-V/def2-TZVPD",
  "max_force_ev_per_a": 5.8,
  "smiles": "C=NNC(=S)SC",
  "charge": 0,
  "species": ["C", "C", "C", "H", "H", "H", "H", "H", "H", "N", "N", "S", "S"],
  "xyz": [[2.689, 0.517, 0.150], [0.104, -0.341, -0.075], [-2.769, 0.170, -0.131], [2.113, 1.168, 0.873], [3.739, 0.166, 0.477], [2.487, 1.141, -0.697], [-0.543, -2.239, -0.055], [-3.917, 0.064, -0.168], [-2.311, 1.156, 0.344], [-0.906, -1.169, 0.044], [-2.188, -0.961, -0.118], [1.740, -0.971, -0.345], [-0.239, 1.298, -0.298]],
  "forces_ev_per_angstrom": [[-0.33, -0.18, 0.96], [0.35, 3.29, -1.19], [-1.58, 1.86, 2.75], [0.79, -1.41, 0.09], [-1.74, 0.99, -0.86], [1.39, 0.46, -0.86], [-1.82, 3.08, 0.49], [1.84, 0.28, -0.43], [-1.39, -2.34, -1.55], [3.08, -4.92, 0.14], [-1.78, -0.71, -0.88], [-0.44, -0.18, 1.11], [1.63, -0.21, 0.24]],
  "nbo_charge": [-0.7606, -0.0742, -0.1299, 0.2602, 0.2478, 0.2490, 0.3903, 0.1862, 0.2170, -0.3803, -0.2653, 0.2525, -0.1926]
}

=====

{
  "formula": "C3H6N2S2",
  "method": "ωB97M-V/def2-TZVPD",
  "max_force_ev_per_a": 5.1,
  "smiles": "CSN1CSC=N1",
  "charge": 0,
  "species": ["C", "C", "C", "N", "N", "S", "S", "H", "H", "H", "H", "H", "H"],
  "xyz": [[2.109, -0.538, -0.724], [0.025, -1.678, 0.073], [-1.660, 1.880, 0.331], [1.236, 0.308, -0.863], [-0.158, -0.166, -0.139], [1.898, -2.057, 0.060], [-0.481, 0.766, 1.175], [3.118, -0.464, -1.066], [-0.193, -1.955, 1.123], [-0.367, -2.356, -0.691], [-1.572, 2.770, 0.914], [-2.661, 1.674, 0.427], [-1.294, 1.815, -0.619]],
  "forces_ev_per_angstrom": [[1.63, -2.11, 0.48], [1.44, 0.86, 1.37], [1.40, -0.21, 3.14], [-3.76, 1.86, 0.51], [3.16, -3.18, -2.41], [-1.54, -0.10, 0.23], [-0.61, 0.54, 0.93], [0.52, 0.84, -0.51], [-0.72, 0.13, -0.86], [-0.41, 0.72, 0.16], [0.57, 1.24, -0.40], [-2.34, -1.39, -0.01], [0.66, 0.80, -2.63]],
  "nbo_charge": [-0.1138, -0.3256, -0.7122, -0.2600, -0.5163, 0.1806, 0.4139, 0.2220, 0.2299, 0.2229, 0.2161, 0.2060, 0.2365]
}

=====

Computed frontier orbital gap, in the same sequence as the records: 8.175, 8.362, 9.436 eV.
Computed HOMO, in the same sequence as the records: -8.399, -8.138, -8.707 eV.
Computed energy relative to the best compared isomer or geometry (same formula, charge and spin), in the same sequence as the records: 51.4, 76.1, 72.7 kcal per mole.